Entry one
The molecule C4H10O4, computed with ωB97M-V/def2-TZVPD.

## Properties
- Kohn-Sham gap (hartree) = 0.3962
- molar mass (Da) = 122.12
- SMILES string = C[C@@H](O)CC(O)(O)O
- total charge = 0

Geometry as XYZ:
```
18
C4H10O4, DFT ωB97M-V/def2-TZVPD
C -0.61 -0.83 0.99
C 0.23 0.97 -0.62
C 0.56 0.02 0.67
C 1.28 0.88 -1.71
O -1.79 -0.17 1.25
O -0.84 -1.84 0.08
O -1.03 0.72 -1.24
O -0.04 -1.48 2.26
H -2.07 -0.37 2.15
H -0.97 -1.40 -0.79
H -1.69 1.24 -0.74
H -0.11 -2.43 2.04
H 0.21 2.00 -0.23
H 1.44 -0.59 0.43
H 0.83 0.71 1.47
H 1.23 -0.10 -2.21
H 1.09 1.63 -2.49
H 2.29 1.04 -1.33
```

=====

Entry two
A 2-piece molecular cluster, C4H10O4 overall, computed with ωB97M-V/def2-TZVPD.

## Properties
- Kohn-Sham gap (hartree) = 0.4109
- molar mass (Da) = 122.12
- SMILES string = C[C@@H](O)CC(=O)O.O
- total charge = 0

Geometry as XYZ:
```
18
C4H10O4, DFT ωB97M-V/def2-TZVPD
O 2.61 0.97 0.42
C 1.66 0.29 0.17
O 1.35 -0.08 -1.10
C 0.69 -0.26 1.20
C -0.71 -0.48 0.63
C -1.68 -1.05 1.67
O -1.10 0.84 0.18
H 2.03 0.27 -1.67
H 0.60 0.55 1.91
H 1.16 -1.10 1.69
H -0.67 -1.16 -0.22
H -2.39 -0.32 2.08
H -1.07 -1.48 2.46
H -2.36 -1.82 1.30
H -2.01 0.90 0.29
H -1.07 0.24 -2.17
H -2.37 -0.50 -2.06
O -1.81 -0.08 -2.70
```

=====

Which of them is most stable? Easy: entry two.

=====

Entry one
A 2-piece molecular cluster, C4H10O4 overall, computed with ωB97M-V/def2-TZVPD.

## Properties
- Kohn-Sham gap (hartree) = 0.4161
- molar mass (Da) = 122.12
- SMILES string = CC(O)O.COC=O
- total charge = 0

Geometry as XYZ:
```
18
C4H10O4, DFT ωB97M-V/def2-TZVPD
C 1.02 0.06 -0.85
C 0.97 1.47 -1.40
O 2.15 -0.06 -0.01
O 1.12 -0.88 -1.89
H 2.06 -0.93 0.41
H 1.81 -0.56 -2.49
H 0.11 -0.32 -0.24
H 0.09 1.62 -2.03
H 1.85 1.68 -2.02
H 0.98 2.21 -0.59
C -1.86 -1.53 1.46
C -1.01 0.74 1.32
O -0.76 -0.63 1.63
O -1.97 1.16 0.71
H -0.19 1.33 1.75
H -1.51 -2.38 0.86
H -2.16 -1.90 2.44
H -2.72 -1.07 0.96
```

=====

Entry two
The molecule C4H10O4, computed with ωB97M-V/def2-TZVPD.

## Properties
- Kohn-Sham gap (hartree) = 0.3815
- molar mass (Da) = 122.12
- SMILES string = CCOO[C@@H](C)OO
- total charge = 0

Geometry as XYZ:
```
18
C4H10O4, DFT ωB97M-V/def2-TZVPD
O 0.02 2.81 -1.13
O 0.04 -1.13 0.59
O 0.73 1.62 -1.60
O 0.43 -0.51 -0.66
C -2.24 -1.06 1.46
C 2.61 0.62 -0.69
C -1.28 -1.69 0.48
C 1.10 0.77 -0.52
H -0.87 2.82 -1.54
H -1.93 -1.33 2.48
H -3.25 -1.45 1.28
H -2.30 0.04 1.35
H 3.07 1.60 -0.62
H 2.91 0.15 -1.64
H 2.97 -0.02 0.11
H -1.21 -2.76 0.70
H -1.65 -1.68 -0.52
H 0.86 1.20 0.46
```

=====

Entry three
C4H10O4 as an isolated structure, computed with ωB97M-V/def2-TZVPD.

## Properties
- Kohn-Sham gap (hartree) = 0.3400
- molar mass (Da) = 122.12
- total charge = 0

Geometry as XYZ:
```
18
C4H10O4, DFT ωB97M-V/def2-TZVPD
C -0.14 1.35 1.63
C -0.64 -0.55 1.27
O 1.07 1.58 1.22
O -1.14 2.15 1.12
H -0.80 2.62 0.35
H 1.08 1.27 0.05
H -0.29 1.20 2.69
H -0.79 -1.33 0.53
H 0.12 -0.93 1.95
H -1.60 -0.48 1.78
C 0.85 -1.74 -1.90
C -0.29 0.16 -1.09
O -0.38 -0.99 -1.73
O 0.81 0.79 -1.05
H -1.26 0.65 -1.00
H 1.55 -1.17 -2.51
H 0.56 -2.66 -2.39
H 1.30 -1.94 -0.92
```

=====

Entry four
A 2-piece molecular cluster, C4H10O4 overall, computed with ωB97M-V/def2-TZVPD.

## Properties
- Kohn-Sham gap (hartree) = 0.3793
- molar mass (Da) = 122.12
- SMILES string = O=C(O)CCCO.O
- total charge = 0

Geometry as XYZ:
```
18
C4H10O4, DFT ωB97M-V/def2-TZVPD
O 1.34 2.76 -0.36
C 1.05 2.12 0.61
O 1.26 2.43 1.95
C 0.21 0.90 0.52
C 0.89 -0.19 -0.25
C 0.01 -1.39 -0.62
O 0.73 -2.37 -1.34
H 1.82 3.25 2.10
H 0.06 0.58 1.54
H -0.80 1.17 0.13
H 1.70 -0.57 0.39
H 1.37 0.14 -1.22
H -0.81 -1.04 -1.37
H -0.59 -1.83 0.19
H 1.28 -1.87 -2.01
H -3.36 -1.57 -0.85
H -3.35 -1.20 0.70
O -2.81 -1.32 -0.11
```

=====

Which of them is most stable? Easy: entry four.

=====

Entry one
The molecule C4H7ClN2, computed with ωB97M-V/def2-TZVPD.

## Properties
- Kohn-Sham gap (alpha / beta) (hartree) = 0.2842 / 0.2842
- molar mass (Da) = 118.57
- total charge = 0

Geometry as XYZ:
```
14
C4H7ClN2, DFT ωB97M-V/def2-TZVPD
C -1.07 -0.52 -1.24
C -0.17 -0.60 -0.09
C -1.51 0.52 -2.01
C 1.43 -0.34 1.60
N -0.01 1.52 0.86
N 0.36 0.28 0.73
Cl -2.43 0.27 -3.45
H -1.28 -1.59 -1.55
H 0.17 -1.53 0.22
H -1.20 1.51 -1.94
H 1.97 0.47 2.11
H 0.98 -1.00 2.42
H 2.12 -1.09 1.06
H 0.65 2.09 1.27
```

=====

Entry two
The molecule C4H7ClN2, computed with ωB97M-V/def2-TZVPD.

## Properties
- Kohn-Sham gap (alpha / beta) (hartree) = 0.2319 / 0.3461
- molar mass (Da) = 118.57
- total charge = 0

Geometry as XYZ:
```
14
C4H7ClN2, DFT ωB97M-V/def2-TZVPD
C -1.51 1.44 0.35
C -2.10 0.35 0.61
C -0.12 1.49 -0.40
C 1.35 -1.76 0.20
N 0.48 0.27 -0.58
N 1.24 -0.26 0.32
Cl -1.81 -1.38 0.44
H -1.74 2.43 0.55
H -0.39 2.01 -1.43
H 0.46 2.06 0.39
H 0.84 -2.03 -0.68
H 2.46 -1.90 0.24
H 0.90 -2.19 1.13
H -0.06 -0.52 -1.13
```

=====

Which of them is most stable? Easy: entry one.

=====

Entry one
The molecule C4H7ClN2, computed with ωB97M-V/def2-TZVPD.

## Properties
- Kohn-Sham gap (hartree) = 0.3426
- molar mass (Da) = 118.57
- SMILES string = C=C(/C=N/N)CCl
- total charge = 0

Geometry as XYZ:
```
14
C4H7ClN2, DFT ωB97M-V/def2-TZVPD
C 1.10 0.75 -0.12
C -0.28 0.99 0.16
C -0.91 2.11 -0.22
C -1.05 -0.11 0.83
H 3.26 -0.28 -0.96
H 2.90 -1.68 -0.09
H 1.62 1.52 -0.72
H -1.94 2.36 0.02
H -0.35 2.88 -0.81
H -1.91 0.36 1.24
H -0.38 -0.67 1.53
N 2.94 -0.63 -0.04
N 1.63 -0.34 0.29
Cl -1.67 -1.18 -0.35
```

=====

Entry two
The molecule C4H7ClN2, computed with ωB97M-V/def2-TZVPD.

## Properties
- Kohn-Sham gap (hartree) = 0.3451
- molar mass (Da) = 118.57
- SMILES string = C/N=C\N/C=C/Cl
- total charge = 0

Geometry as XYZ:
```
14
C4H7ClN2, DFT ωB97M-V/def2-TZVPD
C 1.15 -1.40 0.16
C -1.19 -0.71 0.08
C -0.31 1.41 0.41
C 0.27 1.38 -0.75
H 1.51 -0.54 0.84
H 1.63 -1.46 -0.86
H 1.54 -2.43 0.48
H -2.14 -1.10 -0.29
H -2.34 0.89 1.03
H -0.27 2.30 0.97
H 0.20 0.37 -1.36
N -0.31 -1.60 -0.10
N -1.30 0.51 0.80
Cl 1.56 2.38 -1.40
```

=====

Which of them is most stable? Easy: entry one.

=====

Entry one
A 3-piece molecular cluster, C4H11O4 overall, computed with ωB97M-V/def2-TZVPD.

## Properties
- Kohn-Sham gap (hartree) = 0.3114
- molar mass (Da) = 123.13
- total charge = -1

Geometry as XYZ:
```
19
C4H11O4, DFT ωB97M-V/def2-TZVPD
O -0.72 -0.36 -1.88
C -0.67 0.66 -1.15
O -1.55 1.55 -1.06
C 0.57 0.93 -0.22
C 1.10 -0.28 0.50
C -0.09 -1.22 0.88
H 0.10 1.68 0.42
H 1.20 1.65 -0.76
H 1.61 -0.08 1.45
H 1.85 -0.94 0.07
H 0.01 -1.44 1.95
H -1.05 -0.72 0.75
H -0.24 -2.14 0.32
H -1.47 2.50 1.51
H -2.07 1.17 1.60
O -2.22 2.07 1.94
H 0.60 -1.59 -1.65
H 1.56 -1.55 -2.78
O 1.51 -1.88 -1.88
```

=====

Entry two
A 3-piece molecular cluster, C4H11O4 overall, computed with ωB97M-V/def2-TZVPD.

## Properties
- Kohn-Sham gap (hartree) = 0.2711
- molar mass (Da) = 123.13
- total charge = -1

Geometry as XYZ:
```
19
C4H11O4, DFT ωB97M-V/def2-TZVPD
O -0.62 -2.29 -2.44
C -0.22 -1.38 -1.74
C -1.17 -0.20 -1.47
C -0.33 1.09 -1.21
C 0.89 0.89 -0.27
O 0.77 0.18 0.84
H 0.67 -1.45 -1.14
H -1.77 -0.50 -0.68
H -1.89 0.08 -2.24
H -0.14 1.55 -2.11
H -0.95 1.79 -0.82
H 1.90 0.56 -0.78
H 1.31 1.91 -0.06
H -1.79 0.97 2.63
H -0.35 0.63 2.14
O -1.02 0.56 2.83
H 1.36 -0.83 2.58
H 1.46 -1.93 1.52
O 1.89 -1.63 2.45
```

=====

Which of them is most stable? Easy: entry one.

=====

Entry one
An isolated ion of composition C31H31N2O2 and charge +1, computed with ωB97M-V/def2-TZVPD.

## Properties
- Kohn-Sham gap (hartree) = 0.2809
- molar mass (Da) = 463.60
- SMILES string = COc1ccc(C(c2ccc(OC)cc2)[N+]2=C(c3ccccc3)N(Cc3ccccc3)CC2)cc1
- total charge = +1

Geometry as XYZ:
```
66
C31H31N2O2, DFT ωB97M-V/def2-TZVPD
C -5.09 4.88 1.39
O -4.97 3.43 1.46
C -3.80 2.86 1.06
C -3.66 1.47 1.31
C -2.41 0.88 1.19
C -1.30 1.63 0.79
C 0.07 0.95 0.75
C 1.28 1.84 1.03
C 2.55 1.29 0.82
C 3.69 2.01 1.13
C 3.58 3.37 1.51
O 4.73 4.09 1.56
C 4.60 5.52 1.76
C 2.30 3.92 1.76
C 1.18 3.10 1.60
C -1.50 2.95 0.35
C -2.72 3.58 0.51
H -6.11 5.07 1.72
H -4.38 5.36 2.07
H -4.95 5.25 0.36
H -4.53 0.90 1.63
H -2.30 -0.18 1.41
H 0.05 0.22 1.56
H 2.64 0.28 0.42
H 4.68 1.56 1.00
H 5.63 5.88 1.67
H 3.96 5.98 1.00
H 4.21 5.74 2.77
H 2.17 4.97 2.02
H 0.21 3.49 1.91
H -0.68 3.51 -0.10
H -2.84 4.63 0.24
C 0.38 -6.38 -2.66
C -0.41 -6.05 -1.55
C -0.94 -4.77 -1.42
C -0.64 -3.79 -2.38
C -1.24 -2.41 -2.29
N -0.30 -1.33 -1.96
C -0.41 -0.08 -2.71
C 0.06 0.98 -1.76
N 0.22 0.26 -0.49
C 0.09 -1.07 -0.68
C 0.49 -2.12 0.27
C -0.02 -2.25 1.58
C 0.34 -3.36 2.35
C 1.20 -4.33 1.85
C 1.77 -4.18 0.58
C 1.46 -3.05 -0.17
C 0.20 -4.10 -3.45
C 0.70 -5.39 -3.60
H 0.76 -7.40 -2.78
H -0.62 -6.80 -0.78
H -1.56 -4.49 -0.56
H -1.66 -2.14 -3.27
H -2.08 -2.43 -1.56
H 0.20 -0.11 -3.62
H -1.45 0.07 -3.02
H 1.01 1.42 -2.07
H -0.67 1.79 -1.66
H -0.72 -1.50 1.96
H -0.07 -3.45 3.36
H 1.43 -5.22 2.44
H 2.44 -4.93 0.18
H 1.95 -2.88 -1.14
H 0.45 -3.31 -4.18
H 1.33 -5.63 -4.46
```

=====

Entry two
A 2-piece molecular cluster, C31H31N2O2 overall, computed with ωB97M-V/def2-TZVPD.

## Properties
- Kohn-Sham gap (hartree) = 0.1331
- molar mass (Da) = 463.60
- total charge = +1

Geometry as XYZ:
```
66
C31H31N2O2, DFT ωB97M-V/def2-TZVPD
C 0.61 3.40 2.34
O -0.03 2.12 2.25
C -1.21 1.80 1.73
C -2.03 2.77 0.99
C -2.49 2.51 -0.32
C -3.01 3.54 -1.10
C -3.32 4.77 -0.50
C -3.05 4.96 0.86
C -2.38 3.99 1.59
C -1.79 0.63 2.29
N -2.99 0.02 1.97
C -4.08 0.50 1.16
C -3.09 -1.19 2.65
C -2.01 -1.27 3.50
C -1.82 -2.36 4.35
C -2.75 -3.41 4.26
C -3.84 -3.34 3.36
C -4.04 -2.21 2.56
N -1.25 -0.13 3.30
C -0.12 0.21 4.13
H 0.83 3.55 3.40
H 1.55 3.32 1.80
H 0.00 4.22 1.94
H -2.42 1.50 -0.73
H -3.18 3.38 -2.16
H -3.76 5.56 -1.10
H -3.35 5.89 1.35
H -2.12 4.14 2.64
H -4.95 -0.11 1.41
H -4.28 1.55 1.37
H -3.87 0.35 0.10
H -0.99 -2.37 5.06
H -2.63 -4.30 4.87
H -4.53 -4.18 3.30
H -4.89 -2.11 1.89
H -0.07 -0.56 4.91
H 0.82 0.19 3.56
H -0.27 1.19 4.60
C 3.09 7.51 -2.53
O 1.93 6.73 -2.90
C 1.68 5.56 -2.27
C 0.58 4.80 -2.74
C 0.25 3.61 -2.14
C 0.99 3.09 -1.03
C 0.58 1.87 -0.38
C 1.47 0.85 0.03
C 0.94 -0.36 0.58
C 1.77 -1.32 1.13
C 3.16 -1.16 1.10
C 3.71 -0.06 0.44
C 2.89 0.91 -0.13
C 2.12 3.84 -0.62
C 2.46 5.05 -1.21
H 3.05 8.37 -3.20
H 3.04 7.84 -1.48
H 4.02 6.94 -2.69
H 0.02 5.19 -3.59
H -0.58 3.02 -2.54
H -0.43 1.53 -0.59
H -0.14 -0.52 0.52
H 1.33 -2.21 1.57
H 3.81 -1.90 1.57
H 4.79 0.04 0.35
H 3.32 1.71 -0.73
H 2.75 3.48 0.19
H 3.35 5.59 -0.87
```

=====

Which of them is most stable? Easy: entry one.

=====

Entry one
The molecule C7H8N4, computed with ωB97M-V/def2-TZVPD.

## Properties
- Kohn-Sham gap (hartree) = 0.3345
- molar mass (Da) = 148.17
- SMILES string = Cn1nccc1-c1cc[nH]n1
- total charge = 0

Geometry as XYZ:
```
19
C7H8N4, DFT ωB97M-V/def2-TZVPD
C 0.92 2.04 0.29
C 2.74 -1.00 -0.04
C 1.49 -1.52 0.07
C 0.67 -0.38 0.00
C -0.79 -0.23 -0.07
C -1.65 1.03 -0.08
C -2.83 0.61 -0.13
H 1.87 2.54 0.70
H 0.39 1.89 1.35
H 0.29 2.76 -0.54
H 3.75 -1.54 -0.08
H 1.10 -2.55 0.26
H -1.38 1.97 -0.43
H -3.78 1.13 -0.15
H -3.80 -1.48 0.17
N 1.52 0.65 -0.26
N 2.83 0.26 -0.15
N -2.94 -0.83 -0.08
N -1.65 -1.23 0.27
```

=====

Entry two
The molecule C7H8N4, computed with ωB97M-V/def2-TZVPD.

## Properties
- Kohn-Sham gap (hartree) = 0.3306
- molar mass (Da) = 148.17
- total charge = 0

Geometry as XYZ:
```
19
C7H8N4, DFT ωB97M-V/def2-TZVPD
C -2.44 0.24 -0.19
C -0.51 -1.97 0.40
C 0.52 -1.27 -0.48
C 1.57 1.05 -0.99
C -1.65 -0.07 0.93
C 1.15 0.00 0.12
C 0.17 0.97 0.83
N -2.94 0.69 -1.11
N -1.45 -1.47 1.04
N 0.74 2.21 -0.86
N -0.03 2.19 0.12
H -0.48 -2.99 0.50
H 1.20 -1.81 -0.98
H -0.17 -0.94 -1.21
H 2.66 1.31 -0.90
H 1.31 0.63 -1.93
H -1.97 0.37 1.91
H 2.00 -0.22 0.82
H 0.33 1.06 1.96
```

=====

Which of them is most stable? Easy: entry one.

=====

Entry one
A 2-piece molecular cluster, C6H10O2 overall, computed with ωB97M-V/def2-TZVPD.

## Properties
- Kohn-Sham gap (hartree) = 0.2909
- molar mass (Da) = 114.14
- total charge = 0

Geometry as XYZ:
```
18
C6H10O2, DFT ωB97M-V/def2-TZVPD
C 0.87 0.10 0.44
C -0.02 -0.69 1.31
C -0.85 -1.31 -0.10
C -0.96 -0.06 -1.22
C -0.16 0.87 -0.32
C 1.23 1.55 -0.03
H 2.94 -0.24 -0.25
H -0.87 -0.33 1.89
H 0.50 -1.62 1.96
H -1.77 -1.54 0.52
H -0.48 -2.10 -0.63
H -1.86 0.44 -1.69
H -0.22 -0.35 -1.91
H -2.29 1.03 -0.23
H 2.06 1.18 -0.73
H 1.12 2.50 0.62
O 1.85 -0.74 -0.32
O -1.10 1.30 0.69
```

=====

Entry two
The molecule C6H10O2, computed with ωB97M-V/def2-TZVPD.

## Properties
- Kohn-Sham gap (hartree) = 0.3263
- molar mass (Da) = 114.14
- SMILES string = C=C=C[C@@](C)(O)OC
- total charge = 0

Geometry as XYZ:
```
18
C6H10O2, DFT ωB97M-V/def2-TZVPD
C 0.39 -1.92 -0.07
C -1.78 0.86 0.95
C 1.26 0.75 -0.15
C -0.98 0.28 -0.19
C 0.12 1.08 -0.78
C 2.48 0.85 0.31
O 0.09 -0.72 0.61
O -1.82 -0.33 -1.08
H -1.31 -0.58 -1.87
H 0.01 1.62 -1.70
H 1.19 -2.42 0.48
H 0.72 -1.71 -1.09
H -0.48 -2.58 -0.09
H -1.10 1.23 1.72
H -2.38 1.69 0.57
H -2.43 0.10 1.38
H 2.87 1.81 0.63
H 3.15 0.00 0.37
```

=====

Entry three
The molecule C6H10O2, computed with ωB97M-V/def2-TZVPD.

## Properties
- Kohn-Sham gap (hartree) = 0.3906
- molar mass (Da) = 114.14
- SMILES string = CC(=O)/C=C\[C@H](C)O
- total charge = 0

Geometry as XYZ:
```
18
C6H10O2, DFT ωB97M-V/def2-TZVPD
C -1.02 0.58 0.55
C -0.03 1.35 0.09
C -0.83 -0.89 0.77
C 1.27 0.95 -0.64
C 0.08 -1.04 2.01
C 1.10 0.93 -2.14
O -0.29 -1.47 -0.37
O 2.30 0.68 -0.08
H -1.79 1.25 0.87
H -0.11 2.51 -0.05
H -1.70 -1.44 0.99
H 0.99 -0.66 1.73
H 0.24 -2.03 2.10
H -0.25 -0.70 2.98
H 1.17 -0.13 -2.54
H 1.94 1.41 -2.55
H 0.36 1.67 -2.56
H -0.01 -0.82 -1.00
```

=====

Which of them is most stable? Easy: entry three.

=====

Entry one
C5H14N2 as an isolated structure, computed with ωB97M-V/def2-TZVPD.

## Properties
- Kohn-Sham gap (hartree) = 0.3217
- molar mass (Da) = 102.18
- total charge = 0

Geometry as XYZ:
```
21
C5H14N2, DFT ωB97M-V/def2-TZVPD
C 4.07 -0.47 1.03
N 0.72 -0.21 -0.66
C -0.42 -0.71 -0.19
C -1.56 0.07 0.43
C -1.39 1.59 0.34
N -1.64 1.99 -1.04
C -0.59 -2.23 -0.22
H 4.14 -1.27 0.31
H 3.11 -0.55 1.56
H 4.85 -0.56 1.78
H 4.05 0.50 0.55
H 0.73 -0.62 0.49
H -1.89 -0.30 1.40
H -2.42 -0.18 -0.20
H -0.44 1.95 0.72
H -2.17 1.96 1.01
H -0.90 1.57 -1.61
H -1.71 2.98 -1.18
H -1.56 -2.51 -0.63
H 0.17 -2.63 -0.87
H -0.57 -2.67 0.78
```

=====

Entry two
C5H14N2 as an isolated structure, computed with ωB97M-V/def2-TZVPD.

## Properties
- Kohn-Sham gap (hartree) = 0.3226
- molar mass (Da) = 102.18
- total charge = 0

Geometry as XYZ:
```
21
C5H14N2, DFT ωB97M-V/def2-TZVPD
C 3.71 -0.10 -0.56
N 0.44 -0.68 -0.24
C -0.15 2.13 0.34
C -1.06 0.98 0.92
C -0.66 -0.46 0.40
C -1.72 -1.54 0.37
N -2.73 -1.28 -0.69
H 4.43 0.24 0.20
H 2.70 -0.38 -0.10
H 3.45 0.62 -1.35
H 4.12 -0.99 -1.12
H 0.84 1.93 0.78
H -0.69 3.18 0.34
H 0.06 1.76 -0.71
H -0.85 1.09 2.07
H -2.10 0.97 0.58
H -0.31 -0.05 -0.83
H -1.18 -2.40 0.14
H -2.17 -1.69 1.38
H -2.45 -1.75 -1.54
H -3.69 -1.56 -0.36
```

=====

Entry three
The molecule C5H14N2, computed with ωB97M-V/def2-TZVPD.

## Properties
- Kohn-Sham gap (hartree) = 0.3671
- molar mass (Da) = 102.18
- SMILES string = CCCCNCN
- total charge = 0

Geometry as XYZ:
```
21
C5H14N2, DFT ωB97M-V/def2-TZVPD
C -1.35 -0.46 2.33
C -0.86 0.80 1.59
C -1.25 0.83 0.13
C -0.75 -0.37 -0.70
N 0.57 -0.86 -0.26
C 1.66 -0.04 -0.72
N 1.81 0.00 -2.19
H -2.42 -0.42 2.44
H -1.11 -1.38 1.80
H -0.91 -0.48 3.31
H -1.35 1.62 2.11
H 0.21 0.88 1.79
H -1.03 1.77 -0.37
H -2.34 0.79 0.08
H -1.47 -1.17 -0.60
H -0.69 -0.10 -1.77
H 0.67 -1.79 -0.65
H 2.59 -0.35 -0.25
H 1.46 0.95 -0.31
H 2.78 -0.24 -2.39
H 1.76 0.97 -2.51
```

=====

Which of them is most stable? Easy: entry three.